Below is a molecular structure, C40H41BrKN6OPS3, with properties calculated with the ωB97M-V functional and the def2-TZVPD basis.

```
94
Properties=species:S:1:pos:R:3
K -1.60 0.28 0.77
S -6.18 -0.66 3.37
C -4.95 -0.12 2.30
S -3.89 1.18 2.78
S -4.73 -0.86 0.75
Br 2.17 -1.92 -8.69
C 1.43 -0.30 -7.98
C 0.20 -0.34 -7.34
C -0.33 0.83 -6.83
C 0.35 2.05 -6.97
C 1.57 2.06 -7.63
C 2.12 0.88 -8.13
N -0.26 3.28 -6.63
N -0.73 3.52 -5.49
C -0.42 2.81 -4.35
C 0.74 2.05 -4.14
C 1.02 1.42 -2.95
C 0.13 1.48 -1.83
O 0.33 0.87 -0.77
C -1.07 2.32 -2.02
N -1.91 2.39 -0.97
C -3.01 3.10 -1.07
C -3.34 3.81 -2.23
C -2.50 3.75 -3.31
C -1.32 2.98 -3.24
H -0.33 -1.28 -7.24
H -1.28 0.82 -6.32
H 2.09 3.00 -7.76
H 3.08 0.89 -8.64
H 1.47 1.97 -4.94
H 1.94 0.86 -2.82
H -3.67 3.08 -0.20
H -4.26 4.38 -2.27
H -2.72 4.27 -4.24
N -2.84 -3.78 0.94
C -2.79 -3.12 2.19
C -3.73 -3.54 3.14
C -3.80 -2.87 4.34
C -2.92 -1.83 4.57
C -2.02 -1.51 3.58
N -1.92 -2.16 2.41
C -2.53 -3.27 -0.31
C -3.29 -3.72 -1.40
C -2.98 -3.27 -2.66
C -1.93 -2.37 -2.82
C -1.25 -1.97 -1.69
N -1.52 -2.42 -0.45
H -3.68 -4.34 0.89
H -4.45 -4.31 2.89
H -4.57 -3.12 5.05
H -3.00 -1.21 5.45
H -1.35 -0.67 3.70
H -4.13 -4.39 -1.23
H -3.56 -3.60 -3.51
H -1.66 -1.97 -3.79
H -0.44 -1.25 -1.75
C 1.56 -2.09 4.28
C 2.10 -0.65 4.39
C 1.52 -0.01 5.65
C 3.63 -0.73 4.50
P 1.40 0.26 2.89
C 2.30 -0.59 1.53
C 1.54 -1.56 0.87
C 2.08 -2.30 -0.17
C 3.39 -2.09 -0.57
C 4.16 -1.12 0.08
C 3.62 -0.39 1.13
C 2.01 2.05 2.94
C 3.38 2.35 3.54
C 0.94 2.80 3.76
C 1.94 2.58 1.50
H 1.83 -2.64 5.18
H 1.99 -2.61 3.42
H 0.47 -2.11 4.18
H 1.77 -0.62 6.52
H 0.43 0.07 5.58
H 1.92 0.99 5.82
H 3.89 -1.36 5.35
H 4.08 0.25 4.66
H 4.07 -1.17 3.60
H 0.50 -1.72 1.15
H 1.46 -3.03 -0.67
H 3.81 -2.65 -1.39
H 5.18 -0.94 -0.23
H 4.23 0.35 1.62
H 3.42 2.10 4.60
H 3.58 3.42 3.44
H 4.19 1.82 3.03
H 0.88 2.43 4.79
H -0.05 2.69 3.31
H 1.19 3.86 3.79
H 2.74 2.19 0.88
H 2.03 3.67 1.52
H 1.00 2.32 1.01
```

As for the charge: -2. The LUMO energy comes out at 3.39 eV. The value obtained for the HOMO-LUMO gap is 0.1366 Eh. As for the spin multiplicity: 1. As for the energy above the lowest of the compared OMol25 structures with the same formula, charge and spin: 0.00 kJ/mol. As for the HOMO energy: -0.012 hartree. As for the max |F|: 0.9 eV/Å. For the energy, the calculation gives -181298.6734 eV.

---

Below is a molecular structure, C40H41Cl64NO5 at a distorted geometry, with properties calculated with the ωB97M-V functional and the def2-TZVPD basis.

```
151
Properties=species:S:1:pos:R:3
C -3.41 -4.92 3.45
C -2.87 -5.60 2.09
C -4.03 -6.39 1.27
O -4.85 -7.18 1.82
O -4.09 -6.11 -0.12
C -3.47 -7.14 -0.94
N -4.58 -8.09 -1.34
C -2.87 -6.36 -2.25
C -3.37 -6.97 -3.64
O -2.32 -6.64 -4.63
C -2.37 -8.04 -0.19
C -1.49 -8.82 -1.28
O -1.00 -10.11 -0.88
C -0.01 -10.02 0.17
C 1.50 -9.86 -0.35
O 1.66 -8.98 -1.50
C 2.02 -7.66 -1.13
C 1.44 -6.87 0.09
C 1.86 -5.40 0.44
C 2.88 -4.63 -0.46
C 3.24 -3.13 -0.01
C 3.72 -3.25 1.55
C 4.55 -2.54 -0.80
C 1.99 -2.12 -0.01
C 1.05 -2.17 -1.31
C 1.82 -2.21 -2.71
C 0.22 -0.76 -1.31
C -0.09 -3.32 -1.27
C 3.48 -5.39 -1.67
C 3.06 -6.87 -2.00
H -2.71 -5.29 4.30
H -4.49 -5.14 3.71
H -3.21 -3.78 3.40
H -1.95 -6.25 2.29
H -2.52 -4.73 1.41
H -4.95 -8.44 -0.43
H -5.32 -7.57 -1.83
H -3.27 -5.27 -2.20
H -1.72 -6.25 -2.19
H -3.46 -8.11 -3.66
H -4.39 -6.56 -3.99
H -2.15 -7.49 -5.12
H -2.85 -8.79 0.55
H -1.63 -7.42 0.45
H -0.69 -8.09 -1.66
H -2.19 -9.01 -2.19
H -0.05 -11.03 0.73
H -0.21 -9.22 0.96
H 1.93 -10.88 -0.66
H 2.16 -9.45 0.50
H 0.67 -7.34 0.78
H 1.39 -4.91 1.37
H 4.38 -4.17 1.69
H 4.19 -2.28 1.93
H 2.74 -3.45 2.14
H 4.60 -2.86 -1.89
H 5.45 -2.91 -0.18
H 4.43 -1.40 -0.76
H 1.31 -2.34 0.90
H 2.34 -1.03 0.12
H 1.05 -2.44 -3.54
H 2.28 -1.17 -2.89
H 2.64 -3.02 -2.79
H -0.52 -0.68 -2.18
H -0.42 -0.65 -0.35
H 0.93 0.15 -1.37
H 0.29 -4.33 -1.68
H -0.97 -3.02 -1.95
H -0.51 -3.51 -0.23
H 4.24 -4.88 -2.36
H 3.49 -7.43 -2.91
C 3.54 -2.64 -6.14
Cl 1.89 -3.28 -6.36
Cl 3.49 -0.86 -6.14
Cl 4.19 -3.21 -4.59
Cl 4.58 -3.20 -7.46
C 6.84 -6.60 0.47
Cl 5.46 -5.86 -0.37
Cl 6.46 -6.78 2.20
Cl 7.18 -8.20 -0.23
Cl 8.27 -5.56 0.29
C -3.94 -0.56 4.06
Cl -5.59 -1.17 3.83
Cl -3.94 1.21 4.02
Cl -3.32 -1.12 5.63
Cl -2.90 -1.18 2.77
C -0.93 3.69 2.94
Cl -0.40 2.73 4.34
Cl -1.19 2.62 1.55
Cl -2.44 4.52 3.34
Cl 0.32 4.89 2.54
C -3.70 8.56 2.44
Cl -3.49 9.80 1.19
Cl -5.12 7.56 2.05
Cl -2.25 7.53 2.50
Cl -3.95 9.33 4.03
C 1.10 9.02 4.45
Cl 1.06 7.49 3.55
Cl 1.24 10.37 3.31
Cl -0.40 9.19 5.39
Cl 2.49 9.02 5.56
C 2.42 4.65 -1.08
Cl 1.37 3.68 -0.03
Cl 3.48 5.67 -0.07
Cl 3.42 3.58 -2.08
Cl 1.42 5.68 -2.12
C -6.24 8.49 -2.18
Cl -7.90 7.90 -2.41
Cl -6.23 10.27 -2.24
Cl -5.62 7.95 -0.61
Cl -5.20 7.85 -3.48
C 6.83 9.67 4.63
Cl 5.06 9.53 4.75
Cl 7.53 9.64 6.26
Cl 7.47 8.30 3.69
Cl 7.26 11.19 3.83
C 9.74 -6.35 -3.70
Cl 9.77 -7.86 -4.65
Cl 9.81 -4.96 -4.80
Cl 8.24 -6.28 -2.75
Cl 11.13 -6.31 -2.60
C -9.15 -3.27 2.95
Cl -8.96 -2.01 1.71
Cl -10.56 -4.28 2.55
Cl -7.69 -4.28 3.00
Cl -9.40 -2.51 4.53
C -4.27 13.68 2.63
Cl -5.30 14.61 3.74
Cl -5.07 13.58 1.04
Cl -2.70 14.48 2.46
Cl -4.04 12.04 3.28
C 10.37 12.33 1.10
Cl 12.09 12.20 1.53
Cl 10.21 12.36 -0.67
Cl 9.49 10.93 1.76
Cl 9.70 13.82 1.79
C 6.38 12.57 -1.63
Cl 4.72 11.99 -1.86
Cl 6.40 14.35 -1.68
Cl 7.00 12.02 -0.06
Cl 7.41 11.93 -2.93
C -10.27 10.88 -1.37
Cl -9.74 9.93 0.03
Cl -10.53 9.80 -2.76
Cl -11.79 11.71 -0.97
Cl -9.02 12.08 -1.77
C -7.54 3.90 -1.45
Cl -8.82 4.79 -2.30
Cl -6.95 4.88 -0.08
Cl -8.19 2.37 -0.84
Cl -6.20 3.57 -2.56
```

As for the charge: 0. The LUMO energy comes out at -0.23 eV. The value obtained for the HOMO-LUMO gap is 0.3036 Eh. As for the spin multiplicity: 1. As for the HOMO energy: -0.312 hartree. As for the max |F|: 4.8 eV/Å. For the energy, the calculation gives -855292.2882 eV.